The following is a DFT calculation (ωB97M-V with the def2-TZVPD basis set) of a 2-piece molecular cluster, C6H10O overall.

```
! RIJCOSX wB97M-V def2-TZVPD def2/J DEFGRID3
* xyz 0 1
H -2.28 1.72 -0.33
C 1.43 1.59 -0.58
H 0.58 -2.91 0.68
O 2.24 -0.52 0.87
C 1.34 0.27 -0.04
H -0.95 1.59 0.92
H -3.32 -0.22 0.27
C -1.79 1.20 0.42
C 0.61 -2.27 -0.31
H 0.35 1.97 -0.70
H -0.44 -2.05 -0.75
C 1.12 -0.94 -0.01
H 2.00 1.66 -1.55
H 1.91 2.20 0.24
H -1.81 -0.66 1.21
C -2.34 0.05 0.63
H 1.34 -2.68 -0.97
*
```

Summary:
Orbital gap in eV: 8.558
HOMO level in eV: -7.612
ΔE to the lowest compared entry with this formula, charge and spin in kJ/mol: 493.3
SMILES: CC1=C(C)O1.C=C
Total energy in eV: -8426.127
Lowest unoccupied orbital energy in hartree: 0.0348

Atomic charges from the Löwdin analysis, expressed in e, are listed below: number 1, H, carries 0.03; number 2, C, carries -0.04; number 3, H, carries 0.13; number 4, O, carries -0.05; number 5, C, carries -0.26; number 6, H, carries 0.04; number 7, H, carries 0.06; number 8, C, carries -0.08; number 9, C, carries -0.02; number 10, H, carries 0.08; number 11, H, carries 0.11; number 12, C, carries -0.26; number 13, H, carries 0.10; number 14, H, carries 0.11; number 15, H, carries 0.04; number 16, C, carries -0.07; number 17, H, carries 0.07